No. 1
Formula: C29H33BrF9N6O2PSiV
Source: the OMol25 dataset
Level of theory: ωB97M-V with the def2-TZVPD basis set

Values from the calculation:
- calculated total energy (a.u.) = -6651.40512
- E_HOMO (alpha / beta) (Ha) = -0.3647 / -0.3697
- 2S+1 = 3
- net charge = +1
- energy relative to the best compared isomer or geometry (same formula, charge and spin) (kcal per mole) = 10.68

Last column: Mulliken charge in e.
CARTESIAN COORDINATES (ANGSTROEM)
V1 1.4731 -0.6029 -0.5689  1.02
Br1 -11.5325 -2.7961 -1.1016  -0.17
C1 -9.6754 -2.4584 -1.0376  0.14
C2 -8.8247 -3.1713 -1.8656  -0.59
C3 -7.4646 -2.9132 -1.8080  -0.13
C4 -6.9683 -1.9562 -0.9332  0.11
C5 -7.8327 -1.2446 -0.1050  -0.22
C6 -9.1901 -1.4977 -0.1588  -0.66
N1 -5.5550 -1.7740 -0.9603  -0.22
N2 -5.1315 -0.9171 -0.1713  -0.08
C7 -3.7329 -0.6888 -0.1419  -0.60
C8 -3.3879 0.3698 0.6650  -0.13
C9 -2.0657 0.7931 0.8588  -1.17
C10 -1.0441 0.1236 0.2337  0.61
O1 0.2364 0.4538 0.3639  -0.41
C11 -1.3720 -0.9781 -0.6166  0.52
N3 -0.3012 -1.5738 -1.2188  0.10
C12 -0.4929 -2.5993 -2.0193  -0.28
C13 -1.7701 -3.1118 -2.2667  -1.22
C14 -2.8597 -2.5295 -1.6763  -0.48
C15 -2.6993 -1.4134 -0.8199  0.49
H1 -9.2204 -3.9145 -2.5429  0.40
H2 -6.7744 -3.4527 -2.4431  0.40
H3 -7.4391 -0.5019 0.5732  0.39
H4 -9.8765 -0.9551 0.4761  0.39
H5 -4.1958 0.8872 1.1654  0.52
H6 -1.8476 1.6224 1.5177  0.32
H7 0.3856 -3.0383 -2.4754  0.59
H8 -1.8824 -3.9635 -2.9218  0.47
H9 -3.8508 -2.9075 -1.8606  0.61
C16 3.3944 5.2643 1.1719  -0.73
N4 3.0851 4.0015 1.9899  0.17
C17 2.1871 4.4048 3.1612  -0.80
N5 1.0147 5.0553 2.6972  0.17
C18 1.3697 6.2364 1.9120  -0.88
N6 2.2007 5.9093 0.7566  0.16
C19 1.4613 5.1260 -0.2459  -0.96
P1 0.8388 3.4873 0.3752  0.23
C20 2.4402 2.9419 1.1391  -0.75
C21 0.1218 4.1481 1.9625  -0.90
H10 3.9979 4.9455 0.3226  0.37
H11 3.9784 5.9093 1.8297  0.34
H12 3.9622 3.6317 2.3579  0.39
H13 2.7821 5.0743 3.7839  0.36
H14 1.9527 3.4925 3.7087  0.36
H15 1.9123 6.9331 2.5537  0.32
H16 0.4576 6.7192 1.5663  0.38
H17 2.1081 4.9578 -1.1099  0.49
H18 0.6138 5.7168 -0.5969  0.44
H19 3.1541 2.6496 0.3710  0.03
H20 2.2692 2.0653 1.7661  0.72
H21 -0.1339 3.3063 2.6108  0.46
H22 -0.8089 4.6747 1.7452  0.39
C22 2.6428 -4.5036 -0.8983  -1.05
Si1 1.9866 -3.8568 0.7449  0.22
C23 0.3387 -4.7125 1.0369  -1.01
C24 3.2143 -4.3810 2.0611  -1.14
C25 1.6879 -2.0070 0.9036  -0.62
H23 2.8598 -5.5652 -0.7503  0.45
H24 3.5686 -4.0336 -1.2275  0.26
H25 1.9183 -4.4441 -1.7128  0.30
H26 0.0052 -4.5736 2.0676  0.31
H27 0.4028 -5.7862 0.8488  0.34
H28 -0.4406 -4.3094 0.3832  0.23
H29 3.4151 -5.4532 2.0183  0.32
H30 2.8403 -4.1485 3.0603  0.31
H31 4.1666 -3.8599 1.9339  0.32
H32 2.4843 -1.5854 1.5311  0.50
H33 0.7541 -1.9340 1.4747  0.42
F1 6.1925 0.9369 -2.2307  -0.23
C26 5.3794 1.0042 -1.1793  0.25
F2 5.9690 0.4087 -0.1495  -0.24
F3 5.2322 2.3060 -0.8536  -0.19
C27 3.9832 0.3695 -1.4532  1.21
O2 3.2441 0.3420 -0.3172  -0.87
C28 3.2422 1.2178 -2.5381  0.44
F4 2.0781 0.5951 -2.8696  -0.26
F5 3.9302 1.4250 -3.6492  -0.24
F6 2.8857 2.4068 -2.0334  -0.18
C29 4.1578 -1.0944 -1.9440  0.49
F7 4.7950 -1.8245 -1.0515  -0.25
F8 2.8766 -1.6393 -2.0475  -0.35
F9 4.7220 -1.2411 -3.1277  -0.24

No. 2
Formula: C9H15N3
Source: the OMol25 dataset
Level of theory: ωB97M-V with the def2-TZVPD basis set

Values from the calculation:
- calculated total energy (a.u.) = -516.02754
- E_HOMO (Ha) = -0.3356
- SMILES = C=C[C@@H](N)CC.C#C/C=N\N=C
- energy relative to the best compared isomer or geometry (same formula, charge and spin) (kcal per mole) = 109.26

Last column: Mulliken charge in e.
CARTESIAN COORDINATES (ANGSTROEM)
C1 1.5452 -0.9180 -2.5105  -1.28
C2 0.5297 -1.1326 -1.4080  -0.41
C3 1.1910 -1.5577 -0.0906  0.27
C4 0.1839 -1.7199 1.0215  -0.28
C5 0.2926 -1.0285 2.1576  -0.94
C6 -2.7608 3.5322 -1.2013  -0.26
C7 -1.3716 1.2761 0.8507  -0.36
C8 -0.7384 1.9920 1.9324  -0.30
C9 -0.3557 2.4591 2.9840  0.30
H1 2.2554 -0.1061 -2.2665  0.30
H2 2.1189 -1.8388 -2.6568  0.31
H3 1.0527 -0.6561 -3.4435  0.41
H4 -0.0586 -0.2282 -1.2027  0.09
H5 -0.1791 -1.9009 -1.7097  0.35
H6 1.8697 -0.7578 0.2578  0.35
H7 2.5502 -2.8539 0.5819  0.30
H8 1.4500 -3.5564 -0.4025  0.26
H9 -0.6315 -2.4411 0.8634  0.28
H10 -0.4612 -1.0154 2.9454  0.37
H11 1.1943 -0.4345 2.3607  0.27
H12 -2.7001 4.5914 -1.4301  0.27
H13 -3.5304 2.9474 -1.6987  0.31
H14 -1.4536 0.1911 0.9874  0.35
H15 -0.0778 3.0325 3.8553  0.40
N1 2.0285 -2.7288 -0.2812  -0.67
N2 -1.9424 3.1158 -0.3114  -0.46
N3 -2.0008 1.7370 -0.1848  -0.24

No. 3
Formula: C31H34BF4Ge2N2O2Rb
Source: the OMol25 dataset
Level of theory: ωB97M-V with the def2-TZVPD basis set

Values from the calculation:
- calculated total energy (a.u.) = -6063.89451
- E_HOMO (alpha / beta) (Ha) = -0.1481 / -0.1481
- 2S+1 = 2
- net charge = -1
- energy relative to the best compared isomer or geometry (same formula, charge and spin) (kcal per mole) = 20.28

Last column: Mulliken charge in e.
CARTESIAN COORDINATES (ANGSTROEM)
Rb1 1.2114 -0.9675 0.4353  0.95
C1 0.1657 -0.9751 -3.0007  -0.96
N1 -0.1148 -2.0203 -2.0557  0.78
C2 0.8027 -3.1267 -2.2333  -1.11
C3 -1.5118 -2.4307 -2.1542  -0.86
C4 -1.9219 -3.4135 -1.0635  -1.35
N2 -1.4878 -2.9128 0.2381  0.04
C5 -1.9744 -3.5216 1.3046  0.20
C6 -1.5359 -3.1150 2.5930  0.16
F1 -0.6008 -2.1191 2.5932  -0.34
C7 -1.9011 -3.6653 3.8036  0.16
F2 -1.2642 -3.2064 4.8948  -0.34
C8 -2.9273 -4.6133 3.8803  -0.69
C9 -3.4014 -5.0099 2.6378  0.11
F3 -4.3081 -6.0184 2.6773  -0.35
C10 -2.9488 -4.5634 1.4354  0.40
F4 -3.5318 -5.0914 0.3149  -0.37
H1 -0.0538 -1.3236 -4.0337  0.32
H2 1.2192 -0.7254 -2.9330  0.37
H3 -0.4608 -0.0722 -2.8546  0.08
H4 0.6663 -3.8628 -1.4238  0.21
H5 1.8254 -2.7713 -2.1569  0.41
H6 0.6697 -3.5729 -3.2546  0.27
H7 -1.7549 -2.8876 -3.1864  0.30
H8 -2.1134 -1.5115 -2.0833  0.32
H9 -1.5223 -4.4366 -1.2542  0.55
H10 -3.0032 -3.5022 -1.1023  0.47
H11 -3.2752 -5.0446 4.7798  0.52
C11 -2.3146 0.7899 3.0784  -1.05
Ge1 -3.0393 1.3313 1.3328  0.36
C12 -3.6948 -0.2823 0.4587  -0.41
C13 -4.7433 2.2818 1.7846  -1.29
Ge2 -1.2278 2.2483 0.0295  -0.15
C14 -1.7597 2.7162 -1.8388  0.13
C15 -2.9397 2.1950 -2.4437  0.22
C16 -3.1759 2.3383 -3.7924  -0.56
C17 -2.2665 3.0326 -4.5992  -0.49
C18 -1.1207 3.5717 -4.0035  -0.63
C19 -0.9092 3.4471 -2.6379  -0.26
C20 -0.2818 3.7483 0.9435  0.22
C21 1.0166 4.0303 0.4739  -0.39
C22 1.8644 4.9936 1.0286  -0.74
C23 1.4091 5.7635 2.0759  -0.48
C24 0.1500 5.4448 2.6118  -0.51
C25 -0.6883 4.4830 2.0775  0.01
H12 -3.0896 0.4073 3.7625  0.36
H13 -1.7680 1.6339 3.4885  0.44
H14 -1.5527 0.0396 2.9297  0.24
H15 -4.2173 -0.9377 1.1539  0.53
H16 -2.8769 -0.8830 0.1114  -0.52
H17 -4.3538 -0.0077 -0.3831  0.47
H18 -5.3375 1.4924 2.2768  0.38
H19 -5.2517 2.6594 0.8780  0.34
H20 -4.6896 3.0976 2.4886  0.38
H21 -3.6063 1.6242 -1.8004  0.15
H22 -4.0559 1.8628 -4.2229  0.37
H23 -2.4329 3.1644 -5.6420  0.41
H24 -0.3652 4.1056 -4.5965  0.36
H25 -0.0132 3.8813 -2.2059  0.23
H26 1.3900 3.4539 -0.3624  0.39
H27 2.8340 5.1849 0.6100  0.41
H28 1.9911 6.5617 2.4941  0.39
H29 -0.2286 5.9885 3.4622  0.36
H30 -1.6981 4.3010 2.4932  0.27
O1 5.2581 -1.7596 0.2382  -0.48
B1 4.5034 -0.7981 -0.5598  -0.20
O2 5.6316 0.0602 -1.0103  -0.88
C26 6.8126 -0.3879 -0.5572  0.85
C27 8.0798 0.0718 -0.7917  -0.88
C28 9.1640 -0.6259 -0.2101  -0.39
C29 8.9327 -1.6916 0.6388  -0.53
C30 7.5989 -2.0846 0.9083  -0.72
C31 6.5641 -1.4828 0.2579  0.56
H31 8.2258 0.8591 -1.5185  0.39
H32 10.1674 -0.3109 -0.4320  0.37
H33 9.7475 -2.2304 1.1198  0.34
H34 7.4111 -2.9020 1.6030  0.38